{
  "formula": "C3H3N3O2",
  "method": "ωB97M-V/def2-TZVPD",
  "symbols": ["N", "C", "O", "C", "C", "N", "O", "N", "H", "H", "H"],
  "xyz": [[-0.913, 1.462, 0.777], [0.353, 1.163, 0.352], [1.244, 1.965, 0.328], [0.574, -0.252, -0.177], [-0.425, -1.132, -0.697], [0.160, -2.256, -1.006], [1.463, -2.119, -0.736], [1.727, -0.884, -0.252], [-1.629, 0.682, 0.910], [-1.072, 2.314, 1.268], [-1.482, -0.944, -0.767]],
  "nbo_charge": [-0.822, 0.645, -0.549, -0.018, -0.088, -0.066, -0.109, -0.030, 0.396, 0.415, 0.226],
  "gap_ha": 0.3999,
  "total_energy_ha": -430.79734,
  "molar_mass_g_mol": 113.08,
  "homo_ev": -10.7,
  "e_above_lowest_ev": 3.364
}